{
  "formula": "C21H21IrN2O3S4",
  "method": "ωB97M-V/def2-TZVPD",
  "total_charge": -1,
  "lumo_energy_ev": [2.5, 1.1],
  "gap_ev": [7.0, 5.9],
  "spin_multiplicity": 2,
  "e_above_lowest_kcal_mol": 34.7,
  "homo_ha": [-0.1635, -0.1757],
  "total_energy_ev": -77423.820,
  "symbols": ["Ir", "C", "C", "N", "N", "C", "S", "S", "C", "C", "C", "C", "C", "C", "C", "C", "C", "C", "C", "C", "C", "O", "H", "H", "H", "H", "H", "H", "H", "H", "H", "H", "H", "H", "H", "H", "C", "C", "S", "C", "C", "S", "H", "H", "H", "H", "H", "H", "O", "C", "O", "H"],
  "xyz": [[-1.221, -0.053, -0.155], [1.596, 0.109, -2.116], [1.176, 0.806, -0.863], [0.884, 0.034, 0.167], [1.238, 0.556, 1.417], [0.420, 0.331, 2.371], [-1.200, -0.245, 2.181], [1.053, 0.524, 4.023], [1.286, -1.255, 4.368], [2.196, -1.939, 3.389], [3.575, -1.929, 3.571], [4.414, -2.525, 2.642], [3.881, -3.134, 1.513], [2.507, -3.147, 1.322], [1.671, -2.557, 2.258], [1.093, 2.244, -0.746], [2.031, 3.125, -1.289], [1.896, 4.488, -1.145], [0.778, 4.978, -0.457], [-0.191, 4.138, 0.036], [-0.099, 2.736, -0.138], [-1.117, 1.999, 0.188], [2.681, -0.026, -2.045], [1.357, 0.667, -3.018], [1.161, -0.891, -2.144], [0.306, -1.732, 4.383], [1.693, -1.285, 5.379], [3.995, -1.436, 4.442], [5.487, -2.507, 2.796], [4.537, -3.594, 0.784], [2.070, -3.603, 0.443], [0.600, -2.558, 2.091], [2.896, 2.708, -1.794], [2.639, 5.168, -1.539], [0.667, 6.048, -0.321], [-1.069, 4.518, 0.542], [-3.550, 0.155, -4.195], [-3.109, 0.104, -2.755], [-1.431, 0.163, -2.483], [-4.007, 0.033, -1.715], [-5.497, 0.000, -1.921], [-3.488, 0.026, -0.092], [-2.684, 0.177, -4.853], [-4.153, 1.043, -4.397], [-4.149, -0.721, -4.455], [-5.762, 0.062, -2.975], [-5.978, 0.831, -1.402], [-5.922, -0.922, -1.520], [-1.696, -4.152, -0.099], [-1.814, -2.953, 0.067], [-1.072, -2.056, -0.503], [-2.577, -2.552, 0.763]],
  "nbo_charge": [0.765, -0.689, 0.425, -0.421, -0.333, -0.096, -0.116, 0.225, -0.556, 0.055, -0.240, -0.219, -0.229, -0.189, -0.230, -0.296, -0.092, -0.317, -0.176, -0.290, 0.424, -0.680, 0.235, 0.228, 0.262, 0.231, 0.221, 0.201, 0.200, 0.202, 0.224, 0.235, 0.194, 0.201, 0.199, 0.217, -0.646, -0.192, 0.072, -0.207, -0.648, 0.190, 0.228, 0.213, 0.216, 0.211, 0.223, 0.226, -0.665, 0.647, -0.713, 0.070]
}